Formula: C4H23O8S2
Source: the Open Molecules 2025 dataset
Level of theory: wB97M-V/def2-TZVPD

Last columns: bonded neighbours and bond lengths (Å).
Cartesian coordinates (Å):
1 C 0.0684 -0.8657 1.2145  C2 1.526, C4 1.499, H8 1.088, H9 1.101
2 C -0.7238 -1.6713 0.1895  C1 1.526, O3 1.400, H10 1.104, H11 1.099
3 O -0.7259 -1.0771 -1.0784  C2 1.400
4 C 1.1985 -1.5624 1.9095  C1 1.499, S5 1.906, H12 1.089, H13 1.088
5 S 2.0410 -0.4780 3.2313  C4 1.906, S6 1.989
6 S 2.2369 1.3364 2.4404  S5 1.989, C7 1.800
7 C 0.6488 2.1755 2.3192  S6 1.800, H14 1.099, H15 1.090, H16 1.085
8 H 0.3306 0.1242 0.8472  C1 1.088
9 H -0.5170 -0.3528 1.9939  C1 1.101
10 H -1.7468 -1.8018 0.5822  C2 1.104
11 H -0.3536 -2.7031 0.1061  C2 1.099
12 H 0.9544 -2.5628 2.2629  C4 1.089
13 H 2.0849 -1.6165 1.2808  C4 1.088
14 H 0.3261 2.2111 1.2687  C7 1.099
15 H 0.7858 3.2057 2.6466  C7 1.090
16 H -0.0939 1.6534 2.9140  C7 1.085
17 H -3.1887 -0.3971 -2.8331  O19 0.961
18 H -2.0483 -0.5924 -1.8589  O19 1.012
19 O -2.5504 0.1355 -2.3518  H17 0.961, H18 1.012
20 H -2.6102 1.3869 -0.3950  O22 0.977
21 H -4.0058 1.7204 -0.6796  O22 0.963
22 O -3.2490 2.1072 -0.2276  H20 0.977, H21 0.963
23 H -0.4413 -4.3978 -1.7055  O25 0.965
24 H 0.7452 -3.6466 -2.2074  O25 0.989
25 O 0.5213 -4.4400 -1.6612  H23 0.965, H24 0.989
26 H -2.3897 3.7943 -0.4723  O28 0.942
27 H -1.2347 3.1376 -1.1480  O28 0.960
28 O -1.6989 3.9761 -1.0857  H26 0.942, H27 0.960
29 H -1.0555 0.8065 -4.4188  O31 0.966
30 H -0.9720 -0.4729 -3.8324  O31 0.972
31 O -0.8848 -0.0943 -4.7229  H29 0.966, H30 0.972
32 H 0.6636 -1.6512 -1.8732  O34 0.988
33 H 1.6798 -1.3686 -2.9674  O34 0.954
34 O 1.4414 -2.0455 -2.3382  H32 0.988, H33 0.954
35 H -0.8023 0.2705 -0.8670  O37 1.102
36 H -0.7815 1.7246 -1.4875  O37 0.970
37 O -0.4872 1.3066 -0.6631  H35 1.102, H36 0.970

expectation value of S² = 0.76
calculated total energy = -1564.33609 Ha
LUMO (spin up / spin down) = -1.193 / -5.184 eV
spin multiplicity = 2